The following is a DFT calculation (ωB97M-V with the def2-TZVPD basis set) of a structure of composition C19H20ClN4Ru.

Properties
- DFT total energy: -1509.6295 Eh
- HOMO energy (spin up / spin down): -15.895 / -15.702 eV
- Gap between HOMO and LUMO (spin up / spin down): 0.35891 / 0.29743 hartree
- 2S+1: 2
- Total charge: +2
- E_LUMO (spin up / spin down): -6.13 / -7.61 eV
- Relative energy (zero: lowest compared OMol25 entry of this formula, charge and spin): 9.0 kJ/mol

The geometry in XYZ format:
```
45
Properties=species:S:1:pos:R:3:nbo_charge:R:1
Ru 0.09521 -0.00329 0.26325 0.84
C -2.34300 0.47350 1.90870 -0.26
N -1.17622 1.28270 1.48603 -0.41
C -1.54245 2.39887 0.58100 -0.26
C -0.32934 2.84739 -0.20175 0.21
C -0.17748 4.14585 -0.63930 -0.22
C 0.93116 4.47839 -1.40814 -0.10
C 1.86364 3.49891 -1.70372 -0.22
C 1.65600 2.21804 -1.22867 0.08
N 0.58296 1.89214 -0.49835 -0.45
C -0.36389 1.78702 2.62130 -0.27
C 0.69962 0.81210 3.01692 0.22
C 1.24120 0.74708 4.28448 -0.22
C 2.29756 -0.11978 4.52411 -0.09
C 2.78139 -0.90093 3.48796 -0.23
C 2.18750 -0.79864 2.24637 0.07
N 1.16782 0.04451 2.01470 -0.42
C -2.05096 -1.00862 1.94748 0.22
C -2.79891 -1.87024 2.72123 -0.22
C -2.60096 -3.23996 2.60013 -0.09
C -1.66003 -3.70843 1.69862 -0.23
C -0.93191 -2.79228 0.96498 0.09
N -1.11249 -1.47054 1.08979 -0.45
H -3.13300 0.61688 1.16858 0.25
H -2.73940 0.81541 2.86695 0.23
H -1.98323 3.23796 1.12581 0.23
H -2.28881 2.02711 -0.12366 0.25
H -0.92007 4.89009 -0.38524 0.25
H 1.06427 5.49111 -1.76386 0.26
H 2.74439 3.71439 -2.29096 0.26
H 2.36760 1.42971 -1.42724 0.22
H -0.99664 2.06896 3.46567 0.24
H 0.14121 2.69477 2.28121 0.25
H 0.84477 1.37247 5.07297 0.25
H 2.73670 -0.18193 5.51071 0.26
H 3.60396 -1.58632 3.63213 0.26
H 2.51897 -1.39069 1.40525 0.23
H -3.54174 -1.47588 3.40144 0.25
H -3.18130 -3.92950 3.19822 0.26
H -1.48268 -4.76519 1.56154 0.26
H -0.17858 -3.11431 0.26110 0.22
Cl -0.54554 -0.62662 -2.03288 0.08
C 1.00511 -1.07385 -1.19759 -0.53
H 1.82256 -0.65548 -1.77948 0.22
H 1.08886 -2.15784 -1.17599 0.22
```